Record 1
# C40H59FI2NO35PS

A structure of composition C40H59FI2NO35PS in a non-equilibrium geometry (the ωB97M-V functional and the def2-TZVPD basis, the OMol25 dataset).

## Properties
Energy ... -154630.9245 eV
Gap between HOMO and LUMO ... 8.50 eV

Atoms and positions in Å:
C1 1.65457 -3.71275 1.45394
C2 0.79458 -3.13512 0.31472
P1 -0.57725 -2.23629 1.12265
C3 -1.95544 -1.96999 -0.06471
C4 -3.32132 -1.68815 0.57927
N1 0.23837 -0.69918 1.51055
C5 0.19799 0.28219 0.39865
I1 -1.52181 1.59395 0.42165
C6 1.58773 1.00867 0.16207
C7 2.70324 0.32136 0.94862
I2 1.60513 3.11495 0.48419
S1 -0.08518 -0.16962 3.03940
O1 0.45206 -1.11453 3.95263
O2 0.32515 1.18035 3.17894
F1 -1.62964 -0.25637 3.19693
H1 2.67928 -3.88037 1.13503
H2 1.67913 -2.95084 2.23557
H3 1.18408 -4.59035 1.89524
H4 1.40214 -2.36759 -0.17979
H5 0.46006 -3.88078 -0.40292
H6 -1.75488 -1.20956 -0.82724
H7 -2.01715 -2.90966 -0.61919
H8 -3.36765 -1.95940 1.63258
H9 -4.06839 -2.30859 0.08475
H10 -3.64637 -0.66175 0.42410
H11 0.06550 -0.32387 -0.49172
H12 1.81011 0.88528 -0.89319
H13 2.59652 0.48052 2.01880
H14 2.68251 -0.74234 0.71644
H15 3.66096 0.70179 0.59048
C8 4.54036 5.92158 -0.46581
C9 5.51100 5.24596 0.47861
O3 5.55348 3.91005 -0.03726
C10 5.19358 3.94742 -1.33971
O4 5.28801 3.02086 -2.08775
O5 4.72149 5.16091 -1.67578
H16 4.76517 6.97152 -0.63298
H17 3.51075 5.82366 -0.14862
H18 6.51525 5.67209 0.43073
H19 5.17305 5.24363 1.51156
C11 -5.87901 -2.61039 4.45327
C12 -7.37248 -2.41832 4.27669
O6 -7.47869 -2.15373 2.87475
C13 -6.39969 -2.68658 2.26077
O7 -6.27160 -2.77425 1.08143
O8 -5.48233 -3.09595 3.16580
H20 -5.62342 -3.32997 5.22611
H21 -5.35617 -1.67278 4.64990
H22 -7.94099 -3.32070 4.50681
H23 -7.77320 -1.58775 4.85125
C14 -1.68240 7.06808 0.75281
C15 -1.75744 6.66602 -0.70591
O9 -0.39462 6.81222 -1.12720
C16 0.39465 6.70644 -0.04087
O10 1.58236 6.60196 -0.07775
O11 -0.33538 6.71816 1.09328
H24 -2.38569 6.53292 1.38465
H25 -1.81231 8.14165 0.89908
H26 -2.05610 5.62544 -0.83974
H27 -2.40926 7.30288 -1.29708
C17 -6.93039 0.10521 -0.72646
C18 -7.07920 0.74285 0.63538
O12 -6.32320 1.95850 0.48870
C19 -6.27908 2.26734 -0.82770
O13 -5.87138 3.29765 -1.26373
O14 -6.75687 1.25042 -1.57726
H28 -7.80164 -0.46849 -1.02823
H29 -6.04403 -0.52691 -0.79830
H30 -8.10986 0.99716 0.86897
H31 -6.67410 0.13426 1.43777
C20 3.29831 1.67337 -3.19951
C21 4.62840 1.07120 -2.80319
O15 4.23901 0.12115 -1.79799
C22 2.95552 -0.21027 -2.00341
O16 2.38024 -1.08750 -1.43013
O17 2.38367 0.59184 -2.92597
H32 3.24699 1.96010 -4.24641
H33 3.02709 2.52848 -2.57858
H34 5.10837 0.53404 -3.62282
H35 5.32153 1.79939 -2.39178
C23 -1.37753 -0.04032 -4.52962
C24 -0.67054 1.24142 -4.14628
O18 -1.12287 2.15073 -5.15782
C25 -2.30012 1.69013 -5.64498
O19 -3.00791 2.29307 -6.38629
O20 -2.55588 0.44562 -5.18342
H36 -1.64028 -0.65965 -3.67545
H37 -0.80507 -0.63662 -5.23834
H38 -0.98379 1.61504 -3.16821
H39 0.41060 1.15189 -4.16296
C26 4.39979 -1.99555 4.13900
C27 5.24949 -0.89094 3.54704
O21 5.87594 -1.54868 2.43356
C28 5.09500 -2.59804 2.07921
O22 5.24254 -3.24150 1.08936
O23 4.12784 -2.81201 2.99385
H40 3.47167 -1.63838 4.57902
H41 4.94015 -2.59347 4.87494
H42 4.65392 -0.05875 3.16947
H43 5.99902 -0.51000 4.23725
C29 -2.34638 -1.12399 -8.56113
C30 -3.30540 -2.29256 -8.65532
O24 -2.59063 -3.33119 -7.97430
C31 -1.70960 -2.75161 -7.12830
O25 -1.08673 -3.32442 -6.29391
O26 -1.63453 -1.41920 -7.35546
H44 -2.84484 -0.16089 -8.48192
H45 -1.63627 -1.09517 -9.38934
H46 -4.24118 -2.10728 -8.12612
H47 -3.52474 -2.58856 -9.67756
C32 9.31235 -0.06621 3.28362
C33 9.44509 -1.55987 3.45609
O27 10.24900 -1.66795 4.63370
C34 10.09816 -0.52496 5.35121
O28 10.49589 -0.36245 6.45589
O29 9.41948 0.40676 4.62939
H48 8.36122 0.22555 2.84473
H49 10.12290 0.36270 2.69195
H50 8.48401 -2.04443 3.63942
H51 9.93126 -2.04290 2.61275
C35 -11.50246 3.47708 1.73933
C36 -10.67044 3.71582 2.98292
O30 -10.31437 2.38421 3.36992
C37 -10.38041 1.59304 2.27311
O31 -9.98025 0.47527 2.21961
O32 -10.95577 2.25226 1.24096
H52 -11.40670 4.26562 0.99802
H53 -12.55881 3.32320 1.96529
H54 -9.75781 4.27620 2.77369
H55 -11.21852 4.21004 3.78046
C38 4.86843 -6.81056 -0.36715
C39 5.64994 -6.71701 0.92425
O33 6.26994 -8.00530 1.00306
C40 6.35199 -8.51135 -0.25219
O34 6.96137 -9.48554 -0.54948
O35 5.64374 -7.74888 -1.12135
H56 4.79420 -5.86168 -0.89122
H57 3.86665 -7.21912 -0.22171
H58 6.42534 -5.95095 0.88563
H59 5.02117 -6.54259 1.79328

---

Record 2
# C23H17N3O2

The molecule C23H17N3O2 in a non-equilibrium geometry (the ωB97M-V functional and the def2-TZVPD basis, the OMol25 dataset).

## Properties
SMILES string ... [H]/N=c1/c2c(-c3ccccc3)c(-c3ccccc3)oc2ncn1Cc1ccco1
Relative energy (zero: lowest compared OMol25 entry of this formula, charge and spin) ... 0.000 eV
Energy ... -32690.6775 eV
Gap between HOMO and LUMO ... 8.04 eV

Atoms and positions in Å:
N1 -0.05818 0.43887 3.15239
N2 -0.83754 -2.46668 0.41961
O1 1.21008 1.57904 1.51750
O2 -4.74194 -2.91548 2.74095
C1 -0.82516 -0.55935 3.41303
C2 -0.64957 -1.46825 1.23645
C3 -5.85515 -2.14294 2.45372
C4 0.38343 0.56372 1.87623
C5 -5.49920 -0.91006 1.96732
C6 -4.05075 -0.87669 1.98896
C7 0.18631 -0.35376 0.87437
C8 1.54014 1.35910 0.20739
C9 0.95295 0.18769 -0.26052
C10 -3.67240 -2.10390 2.47686
C11 3.95029 4.37287 -1.73778
C12 1.15487 -1.59999 -4.14794
C13 3.05260 4.71751 -0.73015
C14 4.08698 3.01383 -2.09077
C15 0.84029 -0.24982 -3.98875
C16 1.45478 -2.37841 -3.02935
C17 2.29378 3.71583 -0.07500
C18 3.26352 2.01959 -1.52940
C19 0.79406 0.29741 -2.70185
C20 1.45201 -1.84122 -1.71594
C21 2.37057 2.36810 -0.49576
C22 1.09178 -0.47662 -1.56982
N3 -1.25886 -1.49360 2.47906
C23 -2.26188 -2.49055 2.87908
H1 -1.48029 -3.16665 0.71681
H2 -1.18394 -0.66244 4.43139
H3 -6.88237 -2.44910 2.56114
H4 -6.19599 -0.13495 1.64863
H5 -3.42024 -0.06690 1.66490
H6 4.57844 5.08980 -2.24296
H7 1.15429 -2.09669 -5.11514
H8 2.97248 5.72084 -0.40897
H9 4.88506 2.77684 -2.81761
H10 0.65335 0.36475 -4.83698
H11 1.67712 -3.43102 -3.13873
H12 1.61486 3.94084 0.73693
H13 3.37639 0.98419 -1.83168
H14 0.56392 1.38193 -2.61215
H15 1.65717 -2.45226 -0.84285
H16 -2.01188 -3.45977 2.51213
H17 -2.32613 -2.64561 3.96522

---

Record 3
# C44H109BN7O23

A cluster of 12 separate species, C44H109BN7O23 in total in a non-equilibrium geometry (the ωB97M-V functional and the def2-TZVPD basis, the OMol25 dataset).

## Properties
Relative energy (zero: lowest compared OMol25 entry of this formula, charge and spin) ... 4.975 eV
Net charge ... -1
Energy ... -105588.3936 eV
Gap between HOMO and LUMO ... 7.99 eV

Atoms and positions in Å:
O1 3.13982 -0.55287 -2.39706
C1 2.66828 -0.64020 -1.29517
O2 1.77769 0.14146 -0.85252
B1 1.23649 -0.45731 0.39706
O3 2.16926 -1.55830 0.71063
C2 3.01854 -1.67221 -0.29278
O4 3.87227 -2.56990 -0.35292
O5 -0.20146 -0.77371 0.31683
C3 -0.92564 0.18932 0.88249
O6 -2.15357 0.43859 0.80078
C4 0.03238 0.97666 1.84453
O7 1.32237 0.39299 1.59010
O8 -0.21585 1.89990 2.62901
C5 4.85760 -5.48402 -0.15942
O9 4.79175 -4.81360 1.01994
H1 4.98372 -6.55966 -0.03617
H2 3.94761 -5.34572 -0.74328
H3 5.55233 -5.04780 -0.87716
H4 4.60162 -3.89287 0.82581
C6 4.53355 1.32034 0.80111
O10 5.64053 2.28544 0.88862
H5 4.81180 0.29651 1.05100
H6 3.68663 1.47805 1.46891
H7 4.20863 1.19876 -0.23220
H8 6.42213 2.07297 0.37330
C7 0.73210 -3.78890 2.69766
O11 0.77162 -5.06906 3.16629
H9 1.06853 -3.17929 3.53629
H10 1.44601 -3.70265 1.87852
H11 -0.24332 -3.43034 2.36895
H12 1.56523 -5.31564 3.64689
C8 1.86399 3.83536 0.74531
O12 1.69647 4.88665 -0.11400
H13 1.36610 3.98809 1.70284
H14 1.22576 3.04195 0.35636
H15 2.88123 3.56720 1.03066
H16 2.53897 4.83444 -0.57123
C9 3.84978 4.83577 10.13779
O13 3.13605 3.91211 9.37379
C10 1.72172 4.10335 9.43496
C11 1.09929 3.04270 8.41590
N1 1.63323 3.19838 7.09306
C12 1.21177 4.36873 6.31971
C13 1.59636 4.20695 4.85218
O14 3.02834 4.26778 4.80530
C14 3.71399 3.98991 3.59306
H17 3.77577 5.83088 9.69916
H18 4.87294 4.48025 10.25960
H19 3.61329 4.75720 11.19892
H20 1.52700 5.14115 9.16447
H21 1.42251 3.93811 10.46998
H22 0.02849 3.06687 8.61816
H23 1.38781 2.12076 8.92077
H24 2.62502 3.05645 7.22080
H25 1.79616 5.21645 6.67745
H26 0.14761 4.57776 6.42907
H27 1.07218 4.91390 4.20911
H28 1.21374 3.26034 4.47056
H29 3.28016 3.15944 3.03609
H30 4.78573 3.80613 3.66847
H31 3.63841 4.86066 2.94178
C15 -0.11138 -0.93418 -4.71650
O15 -1.15715 -0.40970 -3.92210
C16 -0.67043 0.39403 -2.89630
C17 -1.59425 1.57585 -2.55213
N2 -1.37191 2.62318 -3.51704
C18 -2.04921 2.50028 -4.75730
C19 -1.64773 3.65957 -5.74965
O16 -2.18720 3.38574 -7.07022
C20 -1.97525 4.40708 -8.06157
H32 0.38130 -1.60220 -4.01001
H33 0.54769 -0.21503 -5.20285
H34 -0.59063 -1.49015 -5.52229
H35 0.31788 0.76734 -3.16463
H36 -0.62719 -0.31791 -2.07207
H37 -1.26914 1.91919 -1.57004
H38 -2.64875 1.33417 -2.41898
H39 -1.40878 3.58044 -3.19703
H40 -3.10310 2.66168 -4.53065
H41 -1.90654 1.65110 -5.42561
H42 -0.57222 3.81036 -5.84269
H43 -2.01847 4.61546 -5.37962
H44 -1.89267 5.44050 -7.72494
H45 -2.80091 4.41009 -8.77318
H46 -1.01568 4.24007 -8.55088
C21 -4.03735 -0.96894 -1.67680
O17 -5.31191 -1.18658 -2.31193
C22 -5.27061 -2.52208 -2.89783
C23 -6.59493 -3.04877 -3.29538
N3 -7.66960 -2.75414 -2.33567
C24 -8.98511 -3.13139 -2.91524
C25 -10.04435 -2.63840 -2.04560
O18 -9.94002 -1.16752 -1.88291
C26 -11.18077 -0.70142 -1.59838
H47 -4.11009 -1.55180 -0.75860
H48 -4.01932 0.03414 -1.25064
H49 -3.23077 -1.08446 -2.40081
H50 -4.79073 -3.26376 -2.25929
H51 -4.59066 -2.43268 -3.74506
H52 -6.60456 -4.13697 -3.23364
H53 -6.76696 -2.76086 -4.33250
H54 -7.52948 -3.41852 -1.58797
H55 -9.07180 -4.21790 -2.92473
H56 -9.22818 -2.82935 -3.93395
H57 -10.09804 -3.12235 -1.07041
H58 -10.97769 -2.97078 -2.50003
H59 -11.49561 -1.07568 -0.62425
H60 -11.92265 -1.08757 -2.29738
H61 -11.35393 0.37381 -1.55373
C27 -2.14577 -3.81875 0.31039
O19 -2.35316 -3.86432 -1.12933
C28 -1.39176 -3.20498 -1.96470
C29 -0.15174 -3.99541 -2.04978
N4 -0.34399 -5.12296 -2.96949
C30 0.58371 -6.21044 -2.57356
C31 0.59434 -7.54787 -3.44692
O20 -0.74113 -7.89674 -3.53037
C32 -1.02789 -8.88178 -4.54169
H62 -2.07144 -2.76322 0.57198
H63 -1.35841 -4.45975 0.70699
H64 -3.00370 -4.22750 0.84421
H65 -1.07830 -2.29443 -1.45407
H66 -1.77572 -3.04323 -2.97193
H67 0.13955 -4.42707 -1.09221
H68 0.66249 -3.33236 -2.34213
H69 -1.29095 -5.47398 -2.95697
H70 0.44271 -6.53635 -1.54303
H71 1.61946 -5.87623 -2.63375
H72 1.07364 -8.32661 -2.85367
H73 0.86386 -7.30572 -4.47494
H74 -1.02013 -8.44807 -5.54165
H75 -2.01088 -9.31573 -4.35858
H76 -0.34945 -9.73047 -4.62861
C33 1.59445 -1.27808 4.78785
C34 2.02672 -0.15185 5.75848
C35 3.22367 0.63110 5.21856
O21 4.41841 -0.18795 5.43379
C36 5.22433 -0.46722 4.23920
N5 0.97464 0.72485 5.96201
H77 2.40311 -2.00003 4.90173
H78 1.49448 -0.98693 3.74223
H79 0.59925 -1.66671 5.00378
H80 2.22981 -0.56594 6.74610
H81 3.41840 1.50776 5.83633
H82 3.32371 0.86227 4.15805
H83 4.66484 -1.21510 3.67729
H84 6.16659 -0.86802 4.61282
H85 5.51138 0.39230 3.63347
H86 0.75383 1.12510 5.06138
H87 1.21269 1.55498 6.48578
C37 -5.30590 3.07263 3.65365
C38 -4.91417 2.60297 2.23495
C39 -3.53473 3.12656 1.85253
O22 -3.48111 4.59039 1.69025
C40 -2.27134 5.16451 1.21626
N6 -4.95176 1.17781 2.17915
H88 -4.43826 2.94327 4.30062
H89 -6.19426 2.65242 4.12520
H90 -5.51227 4.12662 3.46758
H91 -5.59608 3.12049 1.56021
H92 -3.19107 2.66145 0.92859
H93 -2.78477 2.92087 2.61631
H94 -2.55524 6.19385 0.99725
H95 -1.78109 4.63228 0.40110
H96 -1.47451 5.21341 1.95839
H97 -4.79787 0.93202 3.14662
H98 -4.17798 0.74023 1.69967
C41 7.64347 0.35936 -5.00334
C42 6.19674 0.57514 -4.68846
C43 5.36874 0.42558 -5.97581
O23 5.86243 1.22330 -7.07679
C44 5.53371 2.60533 -7.03936
N7 5.68520 -0.37022 -3.75961
H99 8.00951 1.21364 -5.57283
H100 7.91072 -0.43425 -5.70111
H101 8.29032 0.54986 -4.14697
H102 6.12555 1.59710 -4.31613
H103 4.36873 0.75863 -5.69805
H104 5.34871 -0.57038 -6.41827
H105 4.51081 2.76436 -6.69805
H106 5.78354 2.94166 -8.04562
H107 6.28281 3.14100 -6.45626
H108 4.72164 -0.20154 -3.50820
H109 5.54252 -1.20259 -4.31361

---

Record 4
# C16H16N2OS

The molecule C16H16N2OS in a non-equilibrium geometry (the ωB97M-V functional and the def2-TZVPD basis, the OMol25 dataset).

## Properties
SMILES string ... CCc1nn(CC)c(=O)c2cc(-c3ccccc3)sc12
Relative energy (zero: lowest compared OMol25 entry of this formula, charge and spin) ... 1.094 eV
Energy ... -32714.4799 eV
Gap between HOMO and LUMO ... 8.09 eV

Atoms and positions in Å:
O1 2.02882 -1.02081 -2.21315
N1 1.41513 2.36010 -1.25586
S1 -0.76331 0.39813 1.54753
C1 1.57452 -0.06376 -1.61252
C2 0.65817 2.20233 -0.20750
C3 0.27016 -1.46895 0.09992
C4 0.30463 0.84562 0.25376
C5 0.74130 -0.25297 -0.43763
C6 -0.54398 -1.33006 1.20695
C7 -2.26151 -4.48582 3.54834
C8 -2.29316 -3.20987 4.02832
C9 -1.71686 -4.72424 2.27063
C10 -1.72866 -2.16659 3.26102
C11 -1.16383 -3.69908 1.52202
C12 -1.18721 -2.40966 1.97829
N2 1.89428 1.24088 -1.96712
C13 -0.96491 4.12362 -0.19420
C14 1.69219 1.67992 -4.37407
C15 0.19173 3.44273 0.55830
C16 2.65109 1.51618 -3.21393
H1 0.50972 -2.40228 -0.39784
H2 -2.64303 -5.34959 4.08254
H3 -2.66315 -3.11622 5.05431
H4 -1.63275 -5.73468 1.81024
H5 -1.76019 -1.12974 3.62725
H6 -0.71761 -3.91669 0.54031
H7 -1.79349 3.39571 -0.37060
H8 -1.32854 4.99029 0.33553
H9 -0.59464 4.44507 -1.21192
H10 2.25449 1.82259 -5.33168
H11 0.96973 0.85346 -4.44037
H12 1.13004 2.62491 -4.24413
H13 -0.15120 3.16702 1.57399
H14 0.97966 4.18178 0.63695
H15 3.39936 0.74638 -3.41341
H16 3.24303 2.44428 -3.05027